<one>
C6H24O6 | ωB97M-V/def2-TZVPD

Structure (XYZ):
```
36
C6H24O6 | the OMol25 dataset | ωB97M-V/def2-TZVPD
O -3.0696 -1.1326 1.6544
O 2.3009 -1.6419 -2.2840
O -2.6266 1.9038 2.8525
O -0.1236 -0.0347 0.2537
O -1.0933 0.0691 -2.3310
O 2.7851 2.2129 -2.6135
C 3.4475 2.3120 -1.4350
C -1.2648 -2.6585 2.2994
C 3.4475 3.8842 -1.1044
C -3.2951 -3.4013 0.9382
C 2.7512 1.4403 -0.3742
C -2.8186 -2.5425 2.0976
H -1.9367 0.5216 -2.3439
H 4.3068 4.2318 -0.5311
H 3.3450 4.4959 -2.0008
H -3.2620 -4.4445 1.2527
H -0.7702 -2.4417 1.3526
H -0.8355 -0.4446 0.7450
H -2.4475 0.9765 2.6968
H 4.3768 1.8984 -1.8269
H -2.6775 -3.3712 0.0405
H 2.2249 -1.0165 -3.0047
H 2.5650 4.2747 -0.5977
H 3.0995 0.4098 -0.3039
H 3.0805 1.9469 0.5330
H -3.3237 -2.7732 3.0355
H 1.6693 1.5530 -0.4444
H -3.1076 2.1891 2.0756
H -1.0028 -3.6694 2.6116
H -4.3253 -3.2536 0.6140
H 3.1275 2.7902 -3.2998
H -0.9658 -0.2268 -3.2324
H 1.7588 -1.2722 -1.5872
H -3.9933 -0.9406 1.8323
H -0.4947 0.1319 -0.6127
H -0.8521 -1.9760 3.0424
```

Computed properties:
HOMO = -9.59 eV
orbital gap = 9.8 eV
E_LUMO = 0.009 hartree
SMILES = CC(C)O.CC(C)O.O.O.O.O

These are the natural (NBO) partial charges, in e, on atoms 1 to 4: atom 1 (O): -0.773, atom 2 (O): -0.947, atom 3 (O): -0.943, atom 4 (O): -0.971


<two>
C6H24O6 | ωB97M-V/def2-TZVPD

Structure (XYZ):
```
36
C6H24O6 | the OMol25 dataset | ωB97M-V/def2-TZVPD
O -0.4823 3.5378 -0.2082
O 2.3160 -1.0736 0.6796
O 1.2467 1.9026 1.1985
O -1.3063 -2.6364 0.3538
O 0.0528 -0.2786 -1.5514
O 1.7482 -2.7878 -1.3413
C 0.8808 2.8879 -2.1155
C -0.5183 2.9939 -1.5490
C -0.6179 -2.7502 1.6943
C -0.8970 -1.5408 2.5252
C -1.1651 -4.0243 2.3436
C -1.3689 3.8140 -2.5285
H 3.2119 -0.7804 0.7937
H 1.8307 -0.2141 0.6167
H -0.8261 -4.0996 3.4134
H -2.3777 3.8280 -2.1414
H -1.9935 -1.4056 2.5455
H -1.3090 3.4370 -3.5375
H -0.9194 -4.9871 1.8583
H -2.2211 -2.4029 0.4968
H 0.9956 1.7304 2.1172
H -2.2516 -3.8637 2.3645
H 0.8489 2.2833 -3.0625
H -0.5914 -1.8122 3.5213
H -0.4439 -0.6417 2.0873
H -1.0177 4.8548 -2.4245
H 0.0196 -0.7480 -0.7077
H 0.5642 -0.8381 -2.1417
H -0.9340 1.9816 -1.3940
H 1.2130 3.8858 -2.3249
H 1.5187 2.3822 -1.3683
H 1.9539 -2.9112 -0.4360
H 0.4284 -2.7904 1.4634
H 0.0908 4.3330 -0.3187
H 1.8116 -3.6464 -1.7440
H 0.5092 2.3804 0.8222
```

Computed properties:
HOMO = -10.23 eV
orbital gap = 10.9 eV
E_LUMO = 0.024 hartree
SMILES = CC(C)O.CC(C)O.O.O.O.O

These are the natural (NBO) partial charges, in e, on atoms 1 to 4: atom 1 (O): -0.737, atom 2 (O): -0.977, atom 3 (O): -0.982, atom 4 (O): -0.745


<three>
C6H24O6 | ωB97M-V/def2-TZVPD

Structure (XYZ):
```
36
C6H24O6 | the OMol25 dataset | ωB97M-V/def2-TZVPD
O 5.3704 0.6342 -1.0891
O -2.2625 -2.8777 -2.6710
O 0.8082 3.7726 0.4624
O -0.4998 1.2031 0.3888
O -2.3768 0.0552 2.0090
O -0.8291 -2.2712 2.1256
C 0.8138 3.9557 -0.9503
C 0.3731 0.1339 0.0425
C 4.5135 1.7067 -0.7582
C -1.7948 -3.1917 2.5890
C -0.9310 -2.8579 -2.1621
C -3.3560 -0.4662 1.1192
H 3.5491 1.2858 -0.4831
H -1.2234 -1.3893 2.1584
H -2.9097 -1.1134 0.3529
H 1.3658 0.2565 0.4905
H -0.1624 4.2719 -1.3302
H 6.2459 0.9965 -1.2504
H 0.4981 0.0534 -1.0418
H -0.2653 -2.2577 -2.7917
H -2.4786 -3.5146 1.7951
H 1.5867 4.6527 -1.2798
H 4.3663 2.3851 -1.6071
H -2.3825 -2.7707 3.4107
H 0.8856 4.6301 0.8881
H -3.9130 0.3342 0.6287
H -4.0508 -1.0723 1.7004
H -0.0100 2.0346 0.4030
H 4.8749 2.2868 0.0991
H -1.2662 -4.0658 2.9679
H -0.9788 -2.4074 -1.1761
H -0.5079 -3.8620 -2.0659
H -2.2571 -3.3697 -3.4970
H 1.0397 2.9920 -1.4124
H -1.7905 0.6336 1.4922
H -0.0447 -0.7873 0.4429
```

Computed properties:
HOMO = -9.65 eV
orbital gap = 10.1 eV
E_LUMO = 0.017 hartree
SMILES = CO.CO.CO.CO.CO.CO

These are the natural (NBO) partial charges, in e, on atoms 1 to 4: atom 1 (O): -0.715, atom 2 (O): -0.722, atom 3 (O): -0.745, atom 4 (O): -0.769


Which is the most stable structure? <two> is the most stable.


<one>
C5H7N4OS | ωB97M-V/def2-TZVPD

Structure (XYZ):
```
18
C5H7N4OS | the OMol25 dataset | ωB97M-V/def2-TZVPD
S 0.1424 2.0991 -2.1600
O -2.4080 0.7162 -0.3510
N -0.7686 -0.7131 -1.1204
N 0.9669 1.4510 0.4674
N 0.7526 -2.0193 0.0837
N -0.6945 0.2490 1.2497
C 0.0155 1.2683 -0.6012
C 0.1554 -1.5817 -0.9856
C 1.5403 -2.3900 0.9758
C 0.4938 0.7836 1.5540
C -1.0499 0.3439 -0.1827
H 2.6204 -2.3608 1.3691
H 1.0576 0.8172 2.4316
H -1.1093 1.8979 -2.6851
H 0.5651 -2.3055 -1.6889
H 1.6692 2.1350 0.4058
H -2.7910 -0.0852 -0.7779
H -1.1578 -0.3054 2.0158
```

Computed properties:
HOMO (alpha / beta) = -11.54 / -11.31 eV
orbital gap (alpha / beta) = 6.8 / 6.9 eV
total charge = +1
E_LUMO (alpha / beta) = -0.173 / -0.161 hartree

These are the natural (NBO) partial charges, in e, on atoms 1 to 4: atom 1 (S): 0.139, atom 2 (O): -0.664, atom 3 (N): -0.489, atom 4 (N): -0.513


<two>
C5H7N4OS | ωB97M-V/def2-TZVPD

Structure (XYZ):
```
18
C5H7N4OS | the OMol25 dataset | ωB97M-V/def2-TZVPD
S 3.6393 0.8363 -0.1500
O -0.4146 -2.1751 -0.0890
N 2.0627 1.0980 -0.2267
N 0.0870 0.0936 -0.1549
N 1.3753 -0.0200 -0.2143
N -1.9812 -0.5983 0.1107
C -1.7515 1.8142 -0.0249
C -2.5689 0.6787 0.4472
C 2.1390 -1.1230 -0.1185
C -0.6888 -0.9819 -0.0880
C 3.4491 -0.7876 -0.1086
H 1.7987 -2.0553 0.1262
H 4.2597 -1.3715 -0.3536
H -1.1296 1.6676 -0.9846
H -3.5505 0.6721 0.0683
H -2.5103 -1.4162 -0.2157
H -2.4205 0.8743 1.4815
H -1.7950 2.7940 0.4950
```

Computed properties:
HOMO (alpha / beta) = -12.91 / -12.91 eV
orbital gap (alpha / beta) = 6.4 / 6.4 eV
total charge = +1
E_LUMO (alpha / beta) = -0.239 / -0.239 hartree

These are the natural (NBO) partial charges, in e, on atoms 1 to 4: atom 1 (S): 0.872, atom 2 (O): -0.633, atom 3 (N): -0.410, atom 4 (N): -0.451


<three>
C5H7N4OS | ωB97M-V/def2-TZVPD

Structure (XYZ):
```
18
C5H7N4OS | the OMol25 dataset | ωB97M-V/def2-TZVPD
S 0.4772 0.1792 -2.7101
O 1.8308 -1.2403 -0.3422
N -0.3665 -1.6681 0.4734
N -1.3601 -0.2531 -0.7630
N 0.0171 2.0417 0.7866
N 0.9555 0.1087 1.7899
C 0.2371 1.1666 1.8898
C 0.7018 -0.7231 0.0403
C -1.5050 -1.3221 0.0154
C 0.0142 1.6628 -0.3752
C -0.0099 0.1953 -0.8989
H 2.3615 -1.5711 0.4252
H 1.2848 1.2033 -2.3668
H 0.2052 1.5985 2.8190
H -2.1562 0.3667 -1.0146
H -2.3794 -1.9494 0.1503
H -0.3455 -2.3291 1.2687
H 0.0372 2.5338 -1.1878
```

Computed properties:
HOMO = -13.56 eV
orbital gap = 9.0 eV
total charge = +1
E_LUMO = -0.167 hartree

These are the natural (NBO) partial charges, in e, on atoms 1 to 4: atom 1 (S): 0.088, atom 2 (O): -0.646, atom 3 (N): -0.536, atom 4 (N): -0.538


Which is the most stable structure? <three> is the most stable.


<one>
C5H6F2O | ωB97M-V/def2-TZVPD

Structure (XYZ):
```
14
C5H6F2O | the OMol25 dataset | ωB97M-V/def2-TZVPD
F 0.0454 -0.8833 1.5389
F -1.0278 0.7753 -1.4246
O 2.7916 0.3720 -0.9615
C 3.5500 1.1511 -0.5909
C -0.3955 -0.6866 0.2569
C -0.5583 0.6003 -0.1534
C -0.6356 -1.9849 -0.3893
C -0.4863 1.7836 0.6831
H 0.2338 -2.5460 -0.7974
H 0.5828 2.2374 0.5845
H -1.2433 2.5663 0.6132
H -0.3579 1.3458 1.6612
H -1.0189 -2.7305 0.2394
H -1.4801 -2.0005 -1.2601
```

Computed properties:
HOMO = -8.94 eV
orbital gap = 9.9 eV
E_LUMO = 0.036 hartree

These are the natural (NBO) partial charges, in e, on atoms 1 to 4: atom 1 (F): -0.344, atom 2 (F): -0.335, atom 3 (O): -0.507, atom 4 (C): 0.507


<two>
C5H6F2O | ωB97M-V/def2-TZVPD

Structure (XYZ):
```
14
C5H6F2O | the OMol25 dataset | ωB97M-V/def2-TZVPD
F 2.7928 0.1968 1.5819
F 2.2367 -1.0711 -0.1206
O 1.7874 1.1042 -1.7808
C 2.4452 0.1680 0.2698
C -0.6843 -1.0458 0.0809
C -0.9872 -2.4710 -0.0903
C -0.7711 0.1472 0.1378
C 2.2761 1.1807 -0.5343
H 1.6378 0.1390 -2.0130
H 2.7972 2.1623 -0.3699
H -0.4343 -3.0254 0.6714
H -2.0129 -2.6419 0.0603
H -0.7937 1.0977 0.6318
H -0.7583 -2.7171 -1.1344
```

Computed properties:
HOMO = -8.93 eV
orbital gap = 9.7 eV
E_LUMO = 0.028 hartree
SMILES = OC=C(F)F.C#CC

These are the natural (NBO) partial charges, in e, on atoms 1 to 4: atom 1 (F): -0.314, atom 2 (F): -0.316, atom 3 (O): -0.663, atom 4 (C): 0.638


Which is the most stable structure? <one> is the most stable.


<one>
C5H13NSi | ωB97M-V/def2-TZVPD

Structure (XYZ):
```
20
C5H13NSi | the OMol25 dataset | ωB97M-V/def2-TZVPD
Si 1.3587 -0.2494 0.4249
N 0.1424 -1.2524 0.0335
C 0.9641 1.5143 -0.3586
C 2.9601 -0.9264 -0.5144
C -2.8964 0.7979 -0.6766
C -2.0030 -0.4334 1.1730
C -2.7452 -0.3197 0.0040
H -2.1602 -1.3392 1.8357
H 3.5833 -0.0255 -0.4632
H 1.7860 0.1385 1.8110
H 0.6553 2.1792 0.4963
H 1.9082 1.9786 -0.4189
H 0.3067 1.5832 -1.1856
H -2.2671 1.6444 -0.4827
H -3.3627 -1.0984 -0.3004
H 2.7801 -1.3000 -1.5931
H -3.3628 0.7791 -1.6773
H -1.3383 0.2795 1.6559
H 0.1600 -2.2493 0.1444
H 3.5306 -1.7009 0.0921
```

Computed properties:
HOMO (alpha / beta) = -8.13 / -9.39 eV
orbital gap (alpha / beta) = 7.0 / 8.8 eV
E_LUMO (alpha / beta) = -0.043 / -0.020 hartree

These are the natural (NBO) partial charges, in e, on atoms 1 to 4: atom 1 (Si): 1.499, atom 2 (N): -1.059, atom 3 (C): -1.089, atom 4 (C): -1.070


<two>
C5H13NSi | ωB97M-V/def2-TZVPD

Structure (XYZ):
```
20
C5H13NSi | the OMol25 dataset | ωB97M-V/def2-TZVPD
Si -0.7662 0.1721 0.0044
N -0.4136 0.7881 -1.6212
C 0.8894 0.4755 0.9885
C -1.2916 -1.5789 -0.4162
C 3.0168 -0.3842 -0.2125
C 2.0169 -0.5633 0.6544
C -2.1344 1.1855 0.7904
H -1.6028 -2.1505 0.3592
H -1.9883 1.1217 1.8928
H 2.8841 0.4660 -0.8887
H -3.2257 0.7264 0.6473
H -0.4421 1.7551 -1.9835
H -2.2541 2.2035 0.4139
H -0.4245 -2.1369 -0.8600
H 1.3119 1.3869 0.6007
H 3.8601 -1.0636 -0.3102
H 2.0334 -1.3998 1.1911
H 0.7269 0.4345 2.0269
H -2.1465 -1.4485 -1.2161
H -0.0500 0.0108 -2.0611
```

Computed properties:
HOMO = -8.74 eV
orbital gap = 9.6 eV
E_LUMO = 0.033 hartree
SMILES = C=CC[Si](C)(C)N

These are the natural (NBO) partial charges, in e, on atoms 1 to 4: atom 1 (Si): 1.752, atom 2 (N): -1.314, atom 3 (C): -0.879, atom 4 (C): -1.113


<three>
C5H13NSi | ωB97M-V/def2-TZVPD

Structure (XYZ):
```
20
C5H13NSi | the OMol25 dataset | ωB97M-V/def2-TZVPD
Si 1.0411 0.5456 -0.2550
N 1.6312 -1.0272 -0.7670
C -0.7820 0.4690 -0.3482
C 1.8884 0.7296 1.4234
C -1.4823 1.7599 -0.6468
C -1.0691 -1.9705 0.4021
C -1.5108 -0.6097 -0.0782
H 1.2541 1.5358 1.8072
H -0.6978 2.3391 -1.0679
H -2.2266 1.5391 -1.3939
H 2.6435 -1.0957 -0.7451
H -2.0286 -2.3101 0.9284
H 1.6263 -0.2519 1.8799
H -0.0650 -1.9426 0.8831
H 1.2764 -1.4150 -1.6388
H -2.5637 -0.4685 -0.1999
H -1.0171 -2.7058 -0.4930
H 2.9289 0.8806 1.5519
H 1.1856 1.7337 -1.2907
H -2.0324 2.2646 0.0485
```

Computed properties:
HOMO = -9.04 eV
orbital gap = 10.0 eV
E_LUMO = 0.034 hartree
SMILES = C/C=C(/C)[Si@@H](C)N

These are the natural (NBO) partial charges, in e, on atoms 1 to 4: atom 1 (Si): 1.542, atom 2 (N): -1.286, atom 3 (C): -0.493, atom 4 (C): -1.105


Which is the most stable structure? <two> is the most stable.


<one>
CH2N2O2 | ωB97M-V/def2-TZVPD

Structure (XYZ):
```
7
CH2N2O2 | the OMol25 dataset | ωB97M-V/def2-TZVPD
O -1.4997 -0.6272 1.6679
O 0.3631 -0.5707 -1.4091
N 0.3411 0.9579 0.5152
N -0.2773 0.0135 -0.2956
C -0.7821 -0.4350 0.7806
H 1.1831 0.5152 0.7511
H 0.6718 0.1463 -2.0101
```

Computed properties:
HOMO = -9.27 eV
orbital gap = 9.5 eV
E_LUMO = 0.007 hartree
SMILES = O=C1NN1O

These are the natural (NBO) partial charges, in e, on atoms 1 to 4: atom 1 (O): -0.442, atom 2 (O): -0.542, atom 3 (N): -0.583, atom 4 (N): -0.047


<two>
CH2N2O2 | ωB97M-V/def2-TZVPD

Structure (XYZ):
```
7
CH2N2O2 | the OMol25 dataset | ωB97M-V/def2-TZVPD
O -2.1147 0.3474 -0.1361
O 1.2308 -0.2875 0.2977
N 0.0183 -0.7929 0.0747
N 1.0828 1.1243 0.2165
C -0.9606 0.0890 -0.0519
H -0.1333 -1.7364 0.3949
H 0.8768 1.2561 -0.7958
```

Computed properties:
HOMO (alpha / beta) = -8.74 / -9.35 eV
orbital gap (alpha / beta) = 8.1 / 8.8 eV
E_LUMO (alpha / beta) = -0.025 / -0.019 hartree

These are the natural (NBO) partial charges, in e, on atoms 1 to 4: atom 1 (O): -0.451, atom 2 (O): -0.243, atom 3 (N): -0.330, atom 4 (N): -0.446


Which is the most stable structure? <one> is the most stable.


<one>
C4H7N | ωB97M-V/def2-TZVPD

Structure (XYZ):
```
12
C4H7N | the OMol25 dataset | ωB97M-V/def2-TZVPD
N -2.0090 0.5030 0.8250
C 0.9801 0.3081 0.9495
C 0.8407 0.3714 -0.4819
C 0.3186 -0.6908 -1.0862
C -2.1452 -0.0957 -0.1582
H 1.7229 1.0593 1.4801
H 1.1218 1.3963 -0.8272
H 0.1875 -0.6975 -2.1266
H 0.1797 -1.5185 -0.3461
H -2.3490 -0.5424 -1.0471
H 1.1314 -0.6263 1.3916
H 0.0205 0.5332 1.4271
```

Computed properties:
HOMO = -9.50 eV
orbital gap = 10.6 eV
E_LUMO = 0.040 hartree
SMILES = C=CC.C#N

These are the natural (NBO) partial charges, in e, on atoms 1 to 4: atom 1 (N): -0.340, atom 2 (C): -0.678, atom 3 (C): -0.147, atom 4 (C): -0.465


<two>
C4H7N | ωB97M-V/def2-TZVPD

Structure (XYZ):
```
12
C4H7N | the OMol25 dataset | ωB97M-V/def2-TZVPD
N 3.0347 -0.6986 -0.2547
C 0.8240 0.7804 0.2702
C -0.4995 0.3281 -0.5214
C 2.0425 -0.1305 0.1950
C -1.2910 -0.7720 0.1636
H -1.0697 1.2979 -0.6068
H -1.0943 -0.7304 1.3362
H 0.5803 0.7940 1.3600
H -0.3171 0.0003 -1.6091
H -2.5118 -0.7751 -0.1058
H -0.8892 -1.8818 -0.1408
H 1.1913 1.7878 -0.0863
```

Computed properties:
HOMO = -11.21 eV
orbital gap = 12.0 eV
E_LUMO = 0.029 hartree
SMILES = CCCC#N

These are the natural (NBO) partial charges, in e, on atoms 1 to 4: atom 1 (N): -0.327, atom 2 (C): -0.502, atom 3 (C): -0.408, atom 4 (C): 0.267


<three>
C4H7N | ωB97M-V/def2-TZVPD

Structure (XYZ):
```
12
C4H7N | the OMol25 dataset | ωB97M-V/def2-TZVPD
N 1.6580 0.8907 1.7096
C -0.1996 -0.0558 0.1908
C -1.8831 -0.6455 -1.3959
C 1.0852 0.0209 0.6041
C -0.5693 -0.7744 -1.0618
H -2.5134 -1.5250 -1.6833
H -1.0252 0.5060 0.7185
H 2.0709 -0.1195 0.1320
H -2.3457 0.3160 -1.0176
H 1.1638 1.7041 2.0535
H 2.5004 1.2529 1.2019
H 0.0580 -1.5703 -1.4517
```

Computed properties:
HOMO = -7.92 eV
orbital gap = 8.8 eV
E_LUMO = 0.033 hartree
SMILES = C=C/C=C/N

These are the natural (NBO) partial charges, in e, on atoms 1 to 4: atom 1 (N): -0.830, atom 2 (C): -0.310, atom 3 (C): -0.410, atom 4 (C): 0.016


<four>
C4H7N | ωB97M-V/def2-TZVPD

Structure (XYZ):
```
12
C4H7N | the OMol25 dataset | ωB97M-V/def2-TZVPD
N 1.9702 -0.1226 0.3413
C -1.3750 1.0539 -0.1949
C -0.3218 0.1476 -0.1757
C 1.0841 0.6310 -0.0693
C -0.4685 -1.3831 -0.0795
H 1.1128 1.7813 0.0688
H -0.8108 -1.7100 0.8908
H 2.8412 0.4079 0.5475
H -1.0198 -1.8121 -0.9309
H 0.6180 -1.7513 -0.0489
H -1.1639 2.0692 -0.2480
H -2.4666 0.6882 -0.1012
```

Computed properties:
HOMO = -9.45 eV
orbital gap = 10.2 eV
E_LUMO = 0.028 hartree
SMILES = [H]/N=C/C(=C)C

These are the natural (NBO) partial charges, in e, on atoms 1 to 4: atom 1 (N): -0.612, atom 2 (C): -0.362, atom 3 (C): -0.046, atom 4 (C): 0.102


Which is the most stable structure? <four> is the most stable.